# 1
{
  "formula": "C34H57N3O2SSiV",
  "method": "ωB97M-V with the def2-TZVPD basis set",
  "spin_multiplicity": 4,
  "relative_energy_ev": 0.000,
  "e_lumo_ha": [0.0208, 0.0090],
  "homo_ha": [-0.2664, -0.3092],
  "homo_lumo_gap_ha": [0.2873, 0.3183],
  "species": ["O", "O", "C", "C", "H", "H", "H", "H", "H", "C", "C", "H", "H", "H", "H", "H", "C", "C", "C", "H", "H", "H", "H", "H", "C", "H", "H", "H", "H", "H", "H", "N", "C", "C", "C", "C", "H", "H", "H", "C", "H", "H", "H", "N", "C", "C", "C", "C", "H", "C", "H", "C", "H", "C", "C", "C", "C", "C", "C", "H", "C", "H", "C", "H", "C", "C", "V", "H", "H", "H", "H", "H", "H", "H", "H", "H", "H", "H", "H", "H", "C", "Si", "H", "H", "C", "C", "C", "H", "H", "H", "H", "H", "H", "H", "H", "H", "S", "C", "N"],
  "coordinates": [[0.41480, 3.08878, 1.23018], [-1.29704, 3.66816, -0.72972], [0.29331, 2.52316, 2.53372], [1.59315, 2.14761, 3.22971], [-0.36572, 1.64166, 2.48265], [-0.24814, 3.28859, 3.10048], [1.93875, 1.16844, 2.87673], [1.40218, 2.05117, 4.30415], [2.37539, 2.89891, 3.08388], [1.37320, 2.46783, 0.36508], [2.12522, 3.52917, -0.38420], [0.80950, 1.82547, -0.32981], [2.07369, 1.83572, 0.94078], [1.45165, 4.06042, -1.07457], [2.92869, 3.05587, -0.96545], [2.59196, 4.24654, 0.30256], [-1.74428, 3.54338, -2.09022], [-1.59064, 4.91952, -0.08573], [-0.59216, 3.10811, -2.96180], [-2.16464, 4.49778, -2.44471], [-2.54119, 2.78341, -2.10639], [0.22702, 3.83671, -2.92191], [-0.93488, 3.03359, -3.99773], [-0.20929, 2.12482, -2.66350], [-0.75888, 6.06180, -0.60492], [-1.37862, 4.73885, 0.97579], [-2.66477, 5.14133, -0.18674], [0.30608, 5.85906, -0.46678], [-1.01203, 6.95965, -0.03916], [-0.96972, 6.26358, -1.66052], [-1.27247, 1.94404, 0.04900], [2.10634, -2.78684, 0.63105], [2.31763, -4.04661, 0.16931], [1.43134, -4.65879, -0.70711], [0.33316, -4.08324, -1.34265], [3.54943, -4.78953, 0.59744], [3.70941, -4.73012, 1.68356], [4.45247, -4.42149, 0.08475], [3.42989, -5.84777, 0.32644], [-0.31888, -4.77787, -2.50000], [-0.29241, -4.17308, -3.41786], [-1.36737, -5.04177, -2.30059], [0.23225, -5.70784, -2.69243], [-0.14690, -2.89140, -0.92166], [3.21353, -2.03797, 1.17939], [3.34603, -1.88501, 2.57381], [2.40174, -2.53011, 3.54069], [4.39368, -1.10716, 3.06360], [4.47780, -0.98556, 4.14349], [5.30970, -0.50596, 2.20015], [6.12339, 0.10290, 2.59493], [5.18956, -0.70158, 0.82536], [5.90288, -0.26209, 0.12645], [4.15690, -1.46973, 0.29867], [4.10201, -1.71031, -1.18225], [-1.13034, -2.13355, -1.67044], [-2.50832, -2.32224, -1.43962], [-2.99519, -3.23942, -0.36003], [-3.42248, -1.60777, -2.21349], [-4.48955, -1.76976, -2.05251], [-2.98630, -0.71147, -3.19161], [-3.70839, -0.16501, -3.79498], [-1.62051, -0.53311, -3.41310], [-1.26944, 0.13957, -4.19912], [-0.68193, -1.21358, -2.64100], [0.78347, -0.96081, -2.84120], [0.42762, -1.86422, 0.52643], [1.46745, -1.95798, 3.65954], [2.88482, -2.56766, 4.52672], [2.11832, -3.55412, 3.25897], [3.11052, -1.53218, -1.62346], [4.40547, -2.73351, -1.45392], [4.80474, -1.03105, -1.67959], [-4.04189, -3.52289, -0.53734], [-2.94947, -2.74831, 0.62489], [-2.41034, -4.16595, -0.28909], [1.36233, -1.89143, -2.94338], [1.21527, -0.36780, -2.01368], [0.95080, -0.38315, -3.76116], [1.67060, -5.68505, -0.98245], [-1.83121, 0.98185, 0.27649], [-3.58858, 1.40777, 0.88469], [-1.86107, 0.37449, -0.63749], [-1.25193, 0.43552, 1.03297], [-3.41788, 2.53936, 2.38005], [-4.52228, -0.14791, 1.37719], [-4.57114, 2.27070, -0.47550], [-5.61841, 2.41812, -0.17253], [-4.58665, 1.68279, -1.40418], [-4.16127, 3.26241, -0.71344], [-3.24880, 1.94643, 3.28839], [-4.32755, 3.13201, 2.54350], [-2.57826, 3.23707, 2.27794], [-3.90387, -0.81923, 1.98863], [-4.86907, -0.71230, 0.50039], [-5.41454, 0.10910, 1.96792], [-0.88844, -2.16553, 2.34829], [-0.42930, -3.77784, 2.16977], [-0.13070, -4.91662, 2.13610]]
}


# 2
{
  "formula": "C34H57N4O13S3",
  "method": "ωB97M-V with the def2-TZVPD basis set",
  "charge": 1,
  "e_lumo_ha": -0.0844,
  "homo_ha": -0.4170,
  "homo_lumo_gap_ha": 0.3326,
  "species": ["C", "C", "O", "C", "C", "C", "C", "C", "C", "C", "C", "S", "C", "N", "N", "C", "O", "C", "C", "C", "C", "C", "N", "N", "C", "C", "C", "O", "O", "C", "C", "C", "O", "C", "C", "C", "C", "C", "C", "C", "H", "H", "H", "H", "H", "H", "H", "H", "H", "H", "H", "H", "H", "H", "H", "H", "H", "H", "H", "H", "H", "H", "H", "H", "H", "H", "H", "H", "H", "H", "H", "H", "H", "H", "H", "H", "H", "H", "H", "H", "H", "H", "H", "H", "H", "H", "H", "H", "H", "C", "C", "O", "S", "O", "O", "O", "H", "H", "H", "H", "C", "C", "O", "S", "O", "O", "O", "H", "H", "H", "H"],
  "coordinates": [[-1.81299, 4.33167, 5.64644], [-1.10922, 3.62773, 4.48939], [-1.81909, 2.44844, 4.14389], [-1.36032, 1.87594, 2.92241], [-1.55833, 0.37714, 3.04428], [-1.90111, -0.41306, 1.77735], [-3.08555, 0.20150, 1.01322], [-4.27856, 0.52043, 1.91751], [-5.51210, 1.07286, 1.17079], [-5.19617, 2.00311, -0.00400], [-4.32810, 3.22152, 0.35480], [-3.17003, 3.38332, -1.05486], [-2.02657, 4.59374, -0.55282], [-1.46594, 5.50272, -1.26993], [-0.62721, 6.20514, -0.40859], [-0.76723, 5.67039, 0.74889], [-1.62515, 4.62214, 0.74756], [-3.53833, -0.82505, -0.03799], [-2.43356, -1.48494, -0.85514], [-3.03228, -2.73516, -1.55970], [-3.01914, -2.61525, -3.06342], [-1.91731, -3.22192, -3.90028], [-3.99799, -1.99266, -3.56575], [-1.21543, -1.86065, -0.05895], [-0.18088, -2.41635, -1.00009], [-0.69860, -0.74145, 0.83035], [-0.38355, 0.49583, 0.02618], [0.72639, 0.29972, -0.84144], [0.30692, 0.81904, -2.10339], [0.42785, -1.32816, 1.69373], [1.48122, -0.35971, 2.28471], [2.69572, -0.13656, 1.38244], [1.75575, -0.77575, 3.62157], [2.86285, -1.64012, 3.79031], [2.78915, -2.92413, 2.99217], [3.77671, -3.19336, 2.03762], [3.71110, -4.33790, 1.24118], [2.64383, -5.21672, 1.40539], [1.65996, -4.97697, 2.37502], [1.73314, -3.82780, 3.16090], [-1.26396, 4.15439, 6.56563], [-2.83688, 3.99382, 5.74226], [-1.78508, 5.40051, 5.45771], [-0.06294, 3.41537, 4.71815], [-1.12539, 4.29429, 3.62182], [-1.92737, 2.33680, 2.11054], [-0.31442, 2.16556, 2.79116], [-0.73406, -0.03607, 3.61898], [-2.41094, 0.26748, 3.70995], [-2.26012, -1.39148, 2.12061], [-2.81177, 1.13535, 0.52959], [-4.58281, -0.41567, 2.39596], [-4.00170, 1.17964, 2.73472], [-6.08178, 1.65098, 1.89550], [-6.14567, 0.26073, 0.82617], [-4.71759, 1.47527, -0.82621], [-6.14204, 2.38070, -0.38372], [-4.91955, 4.12928, 0.39611], [-3.77536, 3.11585, 1.28304], [-0.26673, 6.01468, 1.63353], [-4.07734, -1.60703, 0.50428], [-4.23808, -0.42008, -0.76114], [-2.12215, -0.81026, -1.64825], [-2.58713, -3.66645, -1.20729], [-4.08289, -2.78796, -1.29781], [-2.31087, -3.45225, -4.88423], [-1.45799, -4.09564, -3.44810], [-1.14314, -2.46660, -4.04779], [-3.91903, -1.96334, -4.58136], [-1.48898, -2.63373, 0.54686], [-0.21172, -3.50013, -0.96110], [-0.37966, -2.11107, -2.01658], [0.81873, -2.09693, -0.74547], [-0.16451, 1.34661, 0.66905], [-1.21031, 0.81496, -0.59968], [1.03913, 0.65726, -2.71579], [-0.04769, -1.78790, 2.55634], [0.97395, -2.13510, 1.20780], [0.99879, 0.60786, 2.38996], [2.88651, -0.99518, 0.74563], [3.59543, 0.07100, 1.95217], [2.53115, 0.75812, 0.79235], [3.82169, -1.16112, 3.59408], [2.89212, -1.89741, 4.84783], [4.58061, -2.48192, 1.92026], [4.47789, -4.48185, 0.49515], [2.56553, -6.09637, 0.78280], [0.83848, -5.66871, 2.48799], [0.96623, -3.61829, 3.89528], [6.39111, -2.93962, -4.07963], [4.92820, -2.56746, -4.19268], [4.30246, -3.26855, -3.10188], [5.31883, -3.35750, -1.86959], [5.02195, -2.31816, -0.94859], [5.40632, -4.71264, -1.46477], [6.64143, -2.96276, -2.66483], [6.58642, -3.93528, -4.48072], [7.04562, -2.21861, -4.56032], [4.48623, -2.87495, -5.13562], [4.77459, -1.49626, -4.04790], [2.12094, 3.39720, -3.53051], [2.18265, 4.70237, -4.29160], [3.36200, 4.56881, -5.10211], [3.56333, 3.04262, -5.53432], [3.02739, 2.83604, -6.82829], [4.88201, 2.64852, -5.20054], [2.54275, 2.39925, -4.46787], [2.81906, 3.39740, -2.69029], [1.12030, 3.17016, -3.17080], [2.26589, 5.56805, -3.64167], [1.32213, 4.82463, -4.95190]]
}


no.,DFT total energy (Eh)
1,-3276.19430
2,-3721.01051